[1]
# C5H3N

An isolated molecule of C5H3N (the ωB97M-V functional and the def2-TZVPD basis, the OMol25 dataset).

Values from the calculation:
2S+1 = 1
E_tot = -6718.3546 eV
Energy relative to the best compared isomer or geometry (same formula, charge and spin) = 54.62 kcal per mole
HOMO level = -0.36560 Ha
LUMO energy = -0.4 eV
Max |F| = 3.0 eV/A
Frontier orbital gap = 0.3513 Eh

Positions of all 9 atoms, in Å:
C (-0.867, -0.147, 0.018)
C (-0.394, 1.209, -0.008)
C (1.396, -0.831, 0.130)
C (0.029, -1.149, 0.067)
C (0.721, 1.846, 0.097)
N (2.435, -0.393, -0.086)
H (-1.932, -0.427, -0.243)
H (-1.101, 2.161, -0.032)
H (-0.287, -2.269, 0.056)

Partial atomic charges computed with the natural (NBO) method, in multiples of e: C -0.137; C -0.657; C 0.230; C -0.307; C 0.290; N -0.254; H 0.244; H 0.334; H 0.259


[2]
# C5H3N

A cluster of 2 separate species, C5H3N in total (the ωB97M-V functional and the def2-TZVPD basis, the OMol25 dataset).

Values from the calculation:
2S+1 = 1
E_tot = -6716.1833 eV
Energy relative to the best compared isomer or geometry (same formula, charge and spin) = 104.69 kcal per mole
HOMO level = -0.34815 Ha
LUMO energy = -0.5 eV
Max |F| = 6.1 eV/A
Frontier orbital gap = 0.3298 Eh

Positions of all 9 atoms, in Å:
C (1.995, -0.094, -0.683)
C (-0.318, 1.214, -0.398)
C (-1.540, -1.241, 1.187)
C (0.833, 0.293, -0.788)
C (-0.577, 0.238, -1.210)
N (-1.730, -0.406, 1.961)
H (3.055, -0.223, -0.714)
H (-0.399, 2.137, 0.125)
H (-1.319, -1.918, 0.519)

Partial atomic charges computed with the natural (NBO) method, in multiples of e: C -0.099; C -0.191; C 0.107; C -0.166; C -0.054; N -0.319; H 0.242; H 0.273; H 0.207


[3]
# C5H3N

An isolated molecule of C5H3N (the ωB97M-V functional and the def2-TZVPD basis, the OMol25 dataset).

Values from the calculation:
2S+1 = 1
E_tot = -6715.0176 eV
Energy relative to the best compared isomer or geometry (same formula, charge and spin) = 131.58 kcal per mole
HOMO level = -0.30578 Ha
Structure (SMILES) = C1=C2C3=N[C@@]23C1
LUMO energy = 0.1 eV
Max |F| = 4.3 eV/A
Frontier orbital gap = 0.3106 Eh

Positions of all 9 atoms, in Å:
C (-0.898, 0.337, 0.587)
C (-0.512, 0.940, -0.528)
C (0.090, 0.725, -1.750)
N (1.604, 0.553, -1.287)
C (0.822, -0.152, -0.584)
C (0.106, -0.787, 0.577)
H (-1.594, 0.807, 1.274)
H (0.702, -0.760, 1.371)
H (-0.320, -1.664, 0.341)

Partial atomic charges computed with the Löwdin method, in multiples of e: C -0.046; C -0.090; C -0.022; N 0.187; C -0.252; C -0.054; H 0.109; H 0.082; H 0.086


[4]
# C5H3N2O2

A cluster of 2 separate species, C5H3N2O2 in total (the ωB97M-V functional and the def2-TZVPD basis, the OMol25 dataset).

Values from the calculation:
2S+1 = 1
Total charge = +1
E_tot = -12297.3713 eV
Energy relative to the best compared isomer or geometry (same formula, charge and spin) = 16.69 kcal per mole
HOMO level (alpha / beta) = -0.47447 / -0.47449 Ha
LUMO energy (alpha / beta) = -5.9 / -5.9 eV
Max |F| = 5.8 eV/A
Frontier orbital gap (alpha / beta) = 0.2572 / 0.2572 Eh

Positions of all 12 atoms, in Å:
C (0.679, 1.055, -0.334)
C (1.192, -0.133, 0.022)
C (-0.963, -0.068, 0.598)
C (2.418, -0.593, -0.123)
C (-2.764, -0.609, -0.533)
N (0.103, -0.851, 0.676)
N (-0.607, 1.054, 0.054)
O (3.438, -1.069, -0.250)
O (-3.796, -0.785, -0.169)
H (1.014, 1.853, -0.793)
H (0.446, -1.737, 1.081)
H (-1.160, 1.881, -0.229)

Partial atomic charges computed with the natural (NBO) method, in multiples of e: C 0.181; C -0.249; C 0.264; C 0.862; C 0.461; N -0.500; N -0.503; O -0.240; O -0.444; H 0.241; H 0.463; H 0.463


[5]
# C5H3N3

An isolated molecule of C5H3N3 (the ωB97M-V functional and the def2-TZVPD basis, the OMol25 dataset).

Values from the calculation:
2S+1 = 1
E_tot = -9700.2350 eV
Energy relative to the best compared isomer or geometry (same formula, charge and spin) = 59.61 kcal per mole
HOMO level = -0.46130 Ha
Structure (SMILES) = CC(C#N)(C#N)C#N
LUMO energy = -0.1 eV
Max |F| = 10.9 eV/A
Frontier orbital gap = 0.4559 Eh

Positions of all 11 atoms, in Å:
C (0.321, 1.559, 0.793)
C (0.045, 0.243, 0.157)
C (-1.132, -0.517, 0.827)
N (-1.766, -1.304, 1.396)
C (1.158, -0.534, 0.245)
N (2.030, -1.296, -0.067)
C (-0.218, 0.303, -1.328)
N (-0.559, 0.873, -2.271)
H (-0.542, 2.395, 0.383)
H (1.226, 1.870, 0.182)
H (0.332, 1.493, 1.858)

Partial atomic charges computed with the natural (NBO) method, in multiples of e: C -0.575; C -0.322; C 0.273; N -0.237; C 0.248; N -0.194; C 0.282; N -0.222; H 0.246; H 0.248; H 0.252


[6]
# C5H3N3OS

A cluster of 2 separate species, C5H3N3OS in total (the ωB97M-V functional and the def2-TZVPD basis, the OMol25 dataset).

Values from the calculation:
2S+1 = 1
E_tot = -22581.6406 eV
Energy relative to the best compared isomer or geometry (same formula, charge and spin) = 89.25 kcal per mole
HOMO level = -0.33491 Ha
LUMO energy = -0.4 eV
Max |F| = 3.2 eV/A
Frontier orbital gap = 0.3203 Eh

Positions of all 13 atoms, in Å:
C (-0.992, 0.112, 2.585)
C (0.515, -1.772, -1.277)
C (0.581, -1.071, -2.431)
C (-0.101, 0.165, -0.379)
C (-0.165, 1.255, 0.496)
N (-0.081, -0.572, 2.574)
N (0.198, -1.059, -0.113)
N (-0.152, 2.366, 0.901)
O (-0.153, 3.368, 1.582)
S (0.122, 0.554, -2.193)
H (0.823, -2.903, -1.115)
H (1.139, -1.314, -3.291)
H (-1.734, 0.871, 2.662)

Partial atomic charges computed with the natural (NBO) method, in multiples of e: C 0.050; C -0.055; C -0.435; C 0.008; C 0.152; N -0.280; N -0.359; N 0.216; O -0.393; S 0.375; H 0.232; H 0.251; H 0.238


What did the third record say?
# C5H3N

An isolated molecule of C5H3N (the ωB97M-V functional and the def2-TZVPD basis, the OMol25 dataset).

Values from the calculation:
2S+1 = 1
E_tot = -6715.0176 eV
Energy relative to the best compared isomer or geometry (same formula, charge and spin) = 131.58 kcal per mole
HOMO level = -0.30578 Ha
Structure (SMILES) = C1=C2C3=N[C@@]23C1
LUMO energy = 0.1 eV
Max |F| = 4.3 eV/A
Frontier orbital gap = 0.3106 Eh

Positions of all 9 atoms, in Å:
C (-0.898, 0.337, 0.587)
C (-0.512, 0.940, -0.528)
C (0.090, 0.725, -1.750)
N (1.604, 0.553, -1.287)
C (0.822, -0.152, -0.584)
C (0.106, -0.787, 0.577)
H (-1.594, 0.807, 1.274)
H (0.702, -0.760, 1.371)
H (-0.320, -1.664, 0.341)

Partial atomic charges computed with the Löwdin method, in multiples of e: C -0.046; C -0.090; C -0.022; N 0.187; C -0.252; C -0.054; H 0.109; H 0.082; H 0.086